(1)
Computed, not measured: a structure of composition C24H17N3OY, with ωB97M-V with the def2-TZVPD basis set.

Positions of all 46 atoms, in Å:
Y -0.042 0.035 -0.175
O -0.397 -1.754 -1.071
C 0.214 -2.691 -1.813
C -0.507 -3.806 -2.229
C 0.102 -4.788 -2.985
C 1.441 -4.672 -3.345
C 2.156 -3.567 -2.934
C 1.570 -2.556 -2.160
C 2.408 -1.413 -1.733
N 2.086 -0.336 -1.003
C 3.238 0.428 -0.868
C 4.253 -0.180 -1.514
N 3.715 -1.330 -2.048
H -1.547 -3.880 -1.940
H -0.469 -5.652 -3.298
H 1.925 -5.435 -3.938
H 3.195 -3.508 -3.233
H 3.251 1.351 -0.313
H 5.289 0.076 -1.642
H 4.220 -2.017 -2.581
C -0.248 0.323 4.499
C -0.889 1.543 4.649
C -1.275 2.269 3.532
C -1.017 1.778 2.250
C -0.367 0.535 2.067
C 0.003 -0.159 3.221
C -1.466 2.578 1.058
C -2.164 3.809 1.204
C -2.571 4.495 0.105
C -2.318 3.997 -1.197
C -2.732 4.656 -2.377
C -2.469 4.111 -3.601
C -1.780 2.881 -3.690
C -1.370 2.232 -2.558
C -1.631 2.782 -1.286
N -1.216 2.109 -0.161
H 0.048 -0.243 5.374
H -1.095 1.935 5.636
H -1.773 3.212 3.702
H 0.501 -1.120 3.134
H -2.374 4.195 2.187
H -3.105 5.432 0.215
H -3.264 5.596 -2.293
H -2.788 4.613 -4.503
H -1.579 2.444 -4.659
H -0.854 1.281 -2.676

Cartesian forces, eV/Å:
Y -0.1 0.6 0.0
O 0.1 -0.6 -0.4
C -0.2 0.5 0.4
C 0.1 -0.2 -0.1
C -0.1 0.0 0.0
C 0.1 0.1 0.0
C -0.1 -0.1 0.0
C 0.3 0.1 0.0
C -0.1 -0.3 -0.1
N 0.1 -0.1 -0.1
C -0.1 0.0 0.0
C 0.0 -0.1 -0.1
N 0.0 0.1 0.0
H 0.0 0.0 0.0
H 0.0 0.0 0.0
H 0.0 0.0 0.0
H 0.0 0.0 0.0
H 0.0 0.0 0.0
H 0.0 0.0 0.0
H 0.0 0.0 0.0
C -0.1 0.1 0.0
C 0.0 0.0 0.0
C 0.1 -0.1 0.1
C -0.2 0.2 -0.2
C 0.0 0.0 0.2
C 0.0 -0.1 0.0
C 0.0 0.0 0.3
C 0.1 -0.1 0.0
C -0.1 0.1 -0.1
C -0.1 0.2 0.0
C 0.0 0.0 0.1
C 0.1 -0.1 0.0
C -0.1 0.1 0.0
C 0.0 0.0 -0.1
C 0.1 -0.2 0.1
N 0.0 -0.2 0.0
H 0.0 0.0 0.0
H 0.0 0.0 0.0
H 0.0 0.0 0.0
H 0.0 0.0 0.0
H 0.0 0.0 0.0
H 0.0 0.0 0.0
H 0.0 0.0 0.0
H 0.0 0.0 0.0
H 0.0 0.0 0.0
H 0.0 0.0 0.1

For the total energy, the calculation gives -1202.53097 Eh. Its net charge is +1. The spin multiplicity is 1. For the HOMO energy, the calculation gives -11.098 eV. The value obtained for the lowest unoccupied orbital energy is -3.28 eV. As for the HOMO-LUMO gap: 7.819 eV.

And the natural (NBO) charges, in e, turn out to be: number 1, Y, carries 2.29; number 2, O, carries -0.94; number 3, C, carries 0.35; number 4, C, carries -0.26; number 5, C, carries -0.15; number 6, C, carries -0.24; number 7, C, carries -0.16; number 8, C, carries -0.16; number 9, C, carries 0.42; number 10, N, carries -0.69; number 11, C, carries -0.09; number 12, C, carries -0.06; number 13, N, carries -0.49; number 14, H, carries 0.23; number 15, H, carries 0.23; number 16, H, carries 0.23; number 17, H, carries 0.19; number 18, H, carries 0.23; number 19, H, carries 0.24; number 20, H, carries 0.43; number 21, C, carries -0.17; number 22, C, carries -0.21; number 23, C, carries -0.20; number 24, C, carries -0.04; number 25, C, carries -0.63; number 26, C, carries -0.21; number 27, C, carries 0.28; number 28, C, carries -0.26; number 29, C, carries -0.07; number 30, C, carries -0.15; number 31, C, carries -0.14; number 32, C, carries -0.21; number 33, C, carries -0.18; number 34, C, carries -0.20; number 35, C, carries 0.24; number 36, N, carries -0.67; number 37, H, carries 0.22; number 38, H, carries 0.22; number 39, H, carries 0.21; number 40, H, carries 0.20; number 41, H, carries 0.23; number 42, H, carries 0.23; number 43, H, carries 0.23; number 44, H, carries 0.23; number 45, H, carries 0.23; number 46, H, carries 0.18



(2)
Computed, not measured: a structure of composition C24H17N5O4W, with ωB97M-V with the def2-TZVPD basis set.

Positions of all 51 atoms, in Å:
W 0.035 0.461 0.352
C 0.070 -2.344 5.565
C 0.483 -2.733 4.283
C 0.444 -1.840 3.247
C -0.046 -0.522 3.463
C -0.424 -0.125 4.790
C -0.367 -1.031 5.811
N -0.085 0.346 2.448
C -0.931 1.484 2.326
C -2.223 1.642 2.872
C -2.962 2.736 2.512
C -2.475 3.686 1.583
C -1.242 3.538 1.012
C -0.435 2.458 1.421
N 0.895 2.199 0.970
N 0.852 2.118 -0.491
C 2.114 1.500 -0.813
C 3.183 2.001 -1.509
C 4.282 1.150 -1.606
C 4.270 -0.117 -1.025
C 3.142 -0.552 -0.355
N 2.088 0.270 -0.279
H 0.103 -3.056 6.379
H 0.831 -3.743 4.114
H 0.749 -2.140 2.252
H -0.695 0.903 4.988
H -0.634 -0.733 6.815
H -2.629 0.889 3.533
H -3.951 2.868 2.930
H -3.093 4.533 1.318
H -0.848 4.244 0.294
H 3.162 2.994 -1.933
H 5.167 1.482 -2.133
H 5.129 -0.768 -1.095
H 3.061 -1.529 0.099
O -1.642 0.224 -0.746
C -1.065 -0.821 -1.270
O -0.352 -1.456 -0.403
C -1.076 -1.138 -2.682
C -0.229 -2.134 -3.171
C -0.210 -2.399 -4.529
C -1.068 -1.669 -5.330
C -1.940 -0.698 -4.875
C -1.934 -0.420 -3.519
N -1.052 -1.947 -6.802
O -0.098 -2.558 -7.228
O -2.009 -1.562 -7.434
H 0.403 -2.696 -2.497
H 0.437 -3.144 -4.966
H -2.596 -0.191 -5.567
H -2.591 0.340 -3.119

Cartesian forces, eV/Å:
W 0.0 0.5 0.5
C 0.0 0.1 0.0
C 0.0 0.0 0.1
C 0.0 0.1 -0.1
C 0.2 0.1 0.7
C 0.1 0.0 -0.3
C 0.1 -0.2 0.0
N -0.4 0.3 -0.8
C 0.0 -0.2 0.5
C 0.1 -0.3 -0.1
C 0.0 0.2 -0.1
C -0.2 -0.1 0.1
C 0.1 -0.2 0.0
C 0.3 0.4 -0.4
N -0.3 -0.5 -0.4
N 0.2 0.0 0.6
C -0.2 0.4 0.0
C 0.0 -0.2 0.1
C 0.0 0.1 0.0
C -0.1 -0.1 0.1
C 0.1 0.2 -0.3
N -0.2 -0.5 0.3
H 0.0 0.0 0.0
H 0.0 0.0 0.0
H 0.0 0.0 0.0
H 0.0 0.0 -0.1
H 0.0 0.0 0.0
H 0.0 0.0 0.0
H 0.0 0.0 0.0
H 0.0 0.0 0.0
H 0.0 0.0 0.0
H 0.0 0.0 0.0
H 0.0 0.0 0.0
H 0.0 0.0 0.0
H 0.0 0.0 0.0
O 0.2 0.5 -0.2
C -0.3 -0.8 -0.2
O 0.7 0.2 0.0
C -0.4 0.2 0.3
C 0.1 -0.2 -0.2
C -0.1 0.1 0.2
C 0.0 0.0 -0.5
C 0.0 0.0 0.3
C 0.0 0.0 -0.3
N -0.2 -0.2 0.1
O -0.1 0.1 0.1
O 0.2 0.0 0.1
H 0.0 0.0 0.0
H 0.0 0.0 0.0
H 0.0 0.0 0.0
H 0.0 0.0 0.1

For the total energy, the calculation gives -1565.89848 Eh. Its net charge is +2. The spin multiplicity is 3. For the HOMO energy (alpha / beta), the calculation gives -14.452 / -15.284 eV. The value obtained for the lowest unoccupied orbital energy (alpha / beta) is -7.56 / -8.93 eV. As for the HOMO-LUMO gap (alpha / beta): 6.887 / 6.352 eV. As for the expectation value of S²: 2.04. Its relative energy (zero: lowest compared OMol25 entry of this formula, charge and spin) is 2.7 kcal per mole.

And the natural (NBO) charges, in e, turn out to be: number 1, W, carries 1.93; number 2, C, carries -0.07; number 3, C, carries -0.21; number 4, C, carries -0.13; number 5, C, carries 0.17; number 6, C, carries -0.17; number 7, C, carries -0.19; number 8, N, carries -0.45; number 9, C, carries 0.06; number 10, C, carries -0.20; number 11, C, carries -0.13; number 12, C, carries -0.14; number 13, C, carries -0.19; number 14, C, carries 0.11; number 15, N, carries -0.35; number 16, N, carries -0.41; number 17, C, carries 0.36; number 18, C, carries -0.22; number 19, C, carries -0.08; number 20, C, carries -0.23; number 21, C, carries 0.09; number 22, N, carries -0.52; number 23, H, carries 0.25; number 24, H, carries 0.25; number 25, H, carries 0.22; number 26, H, carries 0.24; number 27, H, carries 0.25; number 28, H, carries 0.25; number 29, H, carries 0.26; number 30, H, carries 0.26; number 31, H, carries 0.27; number 32, H, carries 0.27; number 33, H, carries 0.26; number 34, H, carries 0.26; number 35, H, carries 0.24; number 36, O, carries -0.60; number 37, C, carries 0.74; number 38, O, carries -0.61; number 39, C, carries -0.17; number 40, C, carries -0.13; number 41, C, carries -0.20; number 42, C, carries 0.11; number 43, C, carries -0.20; number 44, C, carries -0.12; number 45, N, carries 0.52; number 46, O, carries -0.33; number 47, O, carries -0.33; number 48, H, carries 0.24; number 49, H, carries 0.28; number 50, H, carries 0.28; number 51, H, carries 0.25